The following is a DFT calculation (ωB97M-V/def2-TZVPD) of a cluster of 2 separate species, C4H12N2 in total in a non-equilibrium geometry.

Calculated values
LUMO energy (alpha / beta) ... 3.81 / 3.54 eV
Spin multiplicity ... 2
Frontier orbital gap (alpha / beta) ... 5.237 / 4.961 eV
Total charge ... -1
HOMO (alpha / beta) ... -1.43 / -1.42 eV
ΔE to the lowest compared entry with this formula, charge and spin ... 2.430 eV
⟨S²⟩ ... 0.755

Geometry as XYZ:
```
18
Properties=species:S:1:pos:R:3:forces:R:3:nbo_charge:R:1
C 2.763 2.089 -0.061 0.389 0.448 -2.792 -0.49
N 1.720 1.439 0.631 -0.278 -0.379 -0.689 -0.24
C 1.127 0.329 -0.151 -1.500 3.596 -0.044 -0.31
C -0.309 0.036 0.313 -1.065 -1.532 1.144 -0.22
N -1.031 -0.930 -0.479 0.098 0.826 -1.817 -1.11
C -3.634 -2.551 0.025 2.296 0.785 -0.562 -0.92
H 2.550 2.643 -1.064 -0.820 -1.052 0.986 0.18
H 3.584 1.440 -0.471 -0.364 0.007 0.804 0.18
H 3.148 2.928 0.447 0.888 0.657 1.338 0.18
H 1.064 0.654 -1.237 0.254 -0.620 0.837 0.16
H 1.801 -0.446 -0.004 1.036 -2.086 -0.080 0.19
H -2.766 -3.249 -0.108 -0.862 0.381 0.132 0.22
H -0.349 -0.399 1.362 0.802 0.264 -0.743 0.15
H -0.878 0.962 0.527 0.457 0.640 -0.548 0.12
H -1.151 -0.509 -1.467 0.226 -0.578 1.587 0.26
H -4.399 -2.783 -0.699 -0.217 0.172 -0.455 0.17
H -4.047 -2.686 1.001 -0.226 0.020 0.814 0.18
H -3.065 -1.533 -0.097 -1.112 -1.547 0.088 0.31
```
Positions in Å, forces in eV/Å.

=====

The following is a DFT calculation (ωB97M-V/def2-TZVPD) of a cluster of 3 separate species, C2H10N2O2 in total in a non-equilibrium geometry.

Calculated values
LUMO energy ... 0.21 eV
Frontier orbital gap ... 7.396 eV
HOMO ... -7.18 eV
ΔE to the lowest compared entry with this formula, charge and spin ... 5.931 eV

Geometry as XYZ:
```
16
Properties=species:S:1:pos:R:3:forces:R:3:nbo_charge:R:1
C -1.385 -0.225 0.409 0.760 -0.547 0.109 -0.37
C 0.168 1.672 0.713 0.727 0.108 -0.648 0.06
N 0.900 1.469 -0.351 -0.508 -0.849 0.290 -0.71
O -1.446 -0.116 -0.999 0.006 0.009 -0.145 -0.76
H -0.831 -0.793 -1.337 -0.037 0.051 0.058 0.50
H 1.385 0.469 -0.330 -0.123 0.305 0.530 0.45
H 0.474 1.702 -1.240 -0.053 0.218 0.061 0.40
H -0.150 -0.459 0.629 -0.958 0.572 0.041 0.29
H -2.070 0.505 0.840 0.177 0.086 0.081 0.17
H -0.642 2.390 0.699 -0.026 -0.082 -0.053 0.20
H 0.563 1.349 1.665 -0.092 -0.168 0.005 0.20
N 1.233 -1.074 0.144 0.106 -0.033 -0.381 -0.74
O 0.697 -1.904 -0.953 0.143 0.189 0.190 -0.67
H 1.446 -2.028 -1.547 -0.069 -0.013 0.097 0.46
H 1.384 -1.747 0.896 0.112 0.096 -0.161 0.33
H -1.724 -1.212 0.759 -0.165 0.057 -0.073 0.18
```
Positions in Å, forces in eV/Å.

=====

The following is a DFT calculation (ωB97M-V/def2-TZVPD) of a cluster of 3 separate species, C36H31NO6 in total.

Calculated values
LUMO energy ... -1.18 eV
Frontier orbital gap ... 8.251 eV
HOMO ... -9.43 eV
SMILES ... O=C1c2ccccc2C(=O)c2ccccc21.O=C1c2ccccc2C(=O)c2ccccc21.O=C1NCC[C@H]1CCCCO

Geometry as XYZ:
```
74
Properties=species:S:1:pos:R:3:forces:R:3:lowdin_charge:R:1
O 6.916 3.815 -0.694 0.014 -0.004 -0.001 0.11
C 5.779 3.816 -0.274 -0.018 0.002 0.000 -0.28
C 4.693 3.077 -0.983 0.008 0.015 0.036 -0.08
C 5.007 2.359 -2.130 -0.010 -0.038 -0.043 0.00
C 4.021 1.647 -2.791 0.003 0.003 0.006 -0.06
C 2.716 1.648 -2.309 -0.002 -0.001 0.001 -0.06
C 2.397 2.369 -1.171 -0.021 -0.026 -0.041 0.00
C 3.382 3.089 -0.506 0.012 0.021 0.026 -0.08
C 3.010 3.868 0.711 0.014 -0.015 -0.017 -0.27
O 1.862 3.912 1.099 -0.056 -0.013 0.027 0.10
C 4.099 4.584 1.434 -0.002 -0.024 -0.029 -0.08
C 3.787 5.290 2.590 0.012 0.030 0.046 0.00
C 4.785 5.949 3.287 -0.003 -0.001 -0.004 -0.06
C 6.099 5.906 2.833 0.000 -0.002 -0.003 -0.06
C 6.414 5.211 1.678 0.020 0.039 0.040 0.00
C 5.416 4.549 0.973 -0.018 -0.019 -0.029 -0.08
H 6.027 2.367 -2.489 0.012 0.014 0.027 0.12
H 4.267 1.087 -3.683 -0.003 -0.003 -0.001 0.11
H 1.948 1.084 -2.823 -0.001 0.000 -0.002 0.11
H 1.387 2.384 -0.784 0.005 0.020 0.021 0.12
H 2.760 5.311 2.929 -0.010 -0.021 -0.021 0.12
H 4.541 6.497 4.187 0.003 0.000 0.003 0.11
H 6.878 6.418 3.382 -0.002 0.005 0.001 0.11
H 7.429 5.170 1.308 -0.009 -0.013 -0.029 0.12
O -3.096 -6.234 -4.631 -0.005 -0.009 -0.004 0.11
C -2.653 -5.359 -3.919 0.007 0.013 0.005 -0.28
C -3.537 -4.297 -3.357 0.033 -0.017 0.011 -0.08
C -4.897 -4.336 -3.640 -0.054 0.017 0.006 0.00
C -5.740 -3.374 -3.110 0.003 -0.003 -0.002 -0.05
C -5.230 -2.369 -2.295 0.004 0.001 0.001 -0.05
C -3.875 -2.321 -2.017 -0.047 0.025 0.003 0.00
C -3.023 -3.282 -2.548 0.036 -0.013 -0.008 -0.08
C -1.566 -3.203 -2.244 -0.033 -0.021 0.004 -0.28
O -1.113 -2.297 -1.575 0.029 0.050 0.058 0.09
C -0.685 -4.278 -2.783 -0.036 0.009 0.002 -0.08
C 0.672 -4.249 -2.484 0.054 -0.019 0.001 0.00
C 1.505 -5.248 -2.959 -0.003 0.004 -0.001 -0.06
C 0.987 -6.279 -3.734 -0.003 0.002 0.000 -0.06
C -0.363 -6.309 -4.040 0.051 -0.025 -0.012 0.00
C -1.203 -5.309 -3.568 -0.035 0.020 0.003 -0.08
H -5.277 -5.126 -4.272 0.027 -0.017 0.001 0.12
H -6.799 -3.407 -3.329 -0.002 0.001 0.004 0.11
H -5.892 -1.623 -1.877 -0.003 0.002 -0.005 0.11
H -3.461 -1.544 -1.390 0.028 -0.007 -0.007 0.11
H 1.057 -3.441 -1.878 -0.028 0.011 0.008 0.12
H 2.561 -5.225 -2.724 0.001 -0.005 0.001 0.11
H 1.639 -7.061 -4.100 0.004 0.003 -0.002 0.11
H -0.782 -7.102 -4.644 -0.029 0.015 -0.003 0.12
O -2.616 -1.558 5.317 0.267 0.276 0.211 0.11
C -2.012 -1.508 4.282 0.088 -0.247 0.057 -0.44
N -1.055 -2.488 3.868 -0.140 0.435 -0.542 0.05
C -0.910 -2.360 2.396 0.199 0.204 0.050 -0.19
C -2.131 -1.530 2.007 0.014 -0.241 0.004 -0.14
C -2.179 -0.514 3.145 -0.166 -0.454 0.066 -0.25
C -3.383 0.408 3.238 -0.006 0.107 0.241 -0.14
C -3.112 1.911 3.018 -0.244 -0.060 -0.333 -0.19
C -1.903 2.251 2.151 0.124 0.061 0.253 -0.20
C -1.889 3.707 1.710 0.147 0.010 -0.160 -0.26
O -2.729 3.955 0.583 -0.169 0.063 0.235 -0.07
H -0.177 -2.354 4.351 -0.091 -0.413 0.317 0.13
H 0.008 -1.825 2.131 0.008 -0.016 -0.032 0.12
H -0.887 -3.334 1.911 -0.014 -0.065 0.088 0.11
H -3.001 -2.189 2.107 -0.151 0.155 -0.235 0.13
H -2.109 -1.117 1.001 0.170 0.011 -0.007 0.11
H -1.214 0.006 3.135 -0.146 0.280 -0.047 0.14
H -4.151 0.076 2.536 0.076 -0.068 -0.085 0.12
H -3.812 0.272 4.233 -0.073 0.005 -0.020 0.11
H -3.028 2.429 3.975 0.138 -0.030 0.024 0.11
H -3.989 2.338 2.526 -0.032 0.037 0.073 0.11
H -0.979 2.073 2.708 0.012 -0.048 -0.026 0.11
H -1.866 1.606 1.266 0.008 0.020 -0.038 0.12
H -2.264 4.345 2.512 -0.021 0.017 -0.003 0.12
H -0.865 4.020 1.490 0.004 0.019 -0.012 0.10
H -2.304 3.569 -0.184 0.048 -0.065 -0.156 0.08
```
Positions in Å, forces in eV/Å.

=====

The following is a DFT calculation (ωB97M-V/def2-TZVPD) of the molecule C3H5NO2 in a non-equilibrium geometry.

Calculated values
LUMO energy ... 0.79 eV
Frontier orbital gap ... 11.617 eV
HOMO ... -10.83 eV
ΔE to the lowest compared entry with this formula, charge and spin ... 2.075 eV
SMILES ... N#CCOCO

Geometry as XYZ:
```
11
Properties=species:S:1:pos:R:3:forces:R:3:nbo_charge:R:1
N 0.058 2.283 0.704 0.836 -0.747 0.336 -0.36
C 0.535 1.229 0.747 0.106 1.236 0.116 0.28
C 1.125 -0.115 0.531 0.147 0.182 0.132 -0.17
O 0.669 -0.618 -0.693 -0.091 0.180 0.028 -0.52
C -0.756 -0.762 -0.774 -0.262 -0.179 -0.199 0.23
O -1.467 0.075 0.074 -0.313 0.070 -0.185 -0.72
H 2.200 0.046 0.430 -0.039 -0.208 0.027 0.24
H 0.938 -0.788 1.381 -0.094 0.255 -0.120 0.21
H -0.978 -0.596 -1.833 0.004 -0.025 0.122 0.16
H -1.035 -1.784 -0.486 0.077 0.178 -0.013 0.15
H -1.289 1.030 -0.080 -0.369 -0.941 -0.245 0.50
```
Positions in Å, forces in eV/Å.

=====

The following is a DFT calculation (ωB97M-V/def2-TZVPD) of the molecule C20H25N3O4S in a non-equilibrium geometry.

Calculated values
LUMO energy ... 0.57 eV
Frontier orbital gap ... 8.565 eV
HOMO ... -7.99 eV
ΔE to the lowest compared entry with this formula, charge and spin ... 2.955 eV
SMILES ... COc1ccc(-c2nnc(S[C@H]3CCOC3=O)n2C2CCCCC2)cc1OC

Geometry as XYZ:
```
53
Properties=species:S:1:pos:R:3:forces:R:3:nbo_charge:R:1
C 6.260 2.243 -1.257 0.086 0.196 -0.145 -0.25
O 5.698 1.193 -0.509 -0.309 -0.256 0.212 -0.48
C 4.355 1.188 -0.309 0.063 -0.092 0.074 0.26
C 3.468 2.134 -0.798 0.338 -0.040 0.020 -0.29
C 2.109 2.032 -0.541 -0.230 -0.269 0.143 -0.17
C 1.619 0.974 0.205 0.398 0.156 -0.208 -0.10
C 0.192 0.881 0.469 -0.342 -0.072 0.105 0.32
N -0.556 1.880 0.861 1.050 0.557 -0.130 -0.27
N -1.800 1.429 1.044 -0.768 -0.404 0.110 -0.33
C -1.808 0.159 0.740 -0.117 -0.193 0.111 0.16
S -3.231 -0.849 0.844 -0.398 -0.144 0.088 0.28
C -4.465 0.351 0.238 0.452 -0.099 0.117 -0.44
C -4.780 1.509 1.174 -0.051 0.163 0.097 -0.46
C -4.370 2.758 0.372 -0.116 0.412 0.577 -0.07
O -3.955 2.325 -0.917 0.035 0.291 -0.475 -0.47
C -3.920 1.007 -1.032 -0.167 -0.653 -0.099 0.79
O -3.519 0.428 -2.000 0.023 0.098 -0.100 -0.58
N -0.566 -0.260 0.365 -0.124 0.799 0.275 -0.36
C -0.170 -1.539 -0.183 -0.143 -0.535 -0.247 -0.03
C -0.947 -1.862 -1.462 0.289 -0.016 -0.155 -0.41
C -0.444 -3.180 -2.041 -0.242 -0.033 0.096 -0.40
C -0.607 -4.304 -1.022 0.336 -0.007 -0.104 -0.40
C 0.151 -3.977 0.261 -0.320 -0.053 0.047 -0.40
C -0.339 -2.657 0.848 0.384 0.050 -0.074 -0.41
C 2.506 0.026 0.725 0.215 0.036 0.018 -0.30
C 3.862 0.120 0.477 0.173 -0.025 -0.052 0.33
O 4.801 -0.751 0.937 -0.003 0.368 -0.235 -0.49
C 4.382 -1.823 1.743 -0.076 -0.165 0.137 -0.25
H 6.080 3.215 -0.785 -0.008 -0.040 -0.023 0.18
H 5.875 2.260 -2.281 0.004 0.006 0.049 0.18
H 7.331 2.046 -1.278 -0.072 0.057 -0.027 0.20
H 3.825 2.963 -1.387 0.092 0.058 -0.057 0.22
H 1.425 2.772 -0.923 -0.082 0.075 -0.052 0.23
H -5.329 -0.269 -0.008 0.066 0.087 -0.056 0.26
H -5.839 1.531 1.430 0.001 0.000 -0.012 0.22
H -4.196 1.442 2.089 -0.100 0.023 -0.049 0.25
H -3.519 3.267 0.830 -0.194 -0.089 -0.054 0.22
H -5.195 3.461 0.233 0.091 -0.091 -0.008 0.18
H 0.891 -1.443 -0.443 -0.191 -0.033 0.062 0.22
H -2.011 -1.945 -1.244 0.019 0.081 -0.037 0.23
H -0.818 -1.052 -2.183 -0.054 0.044 0.047 0.23
H -1.003 -3.413 -2.947 0.066 0.014 -0.067 0.22
H 0.610 -3.083 -2.312 0.065 -0.031 -0.077 0.19
H -0.238 -5.242 -1.440 -0.078 -0.055 0.009 0.21
H -1.667 -4.431 -0.791 -0.087 -0.063 -0.002 0.20
H 0.014 -4.776 0.992 0.093 -0.015 0.019 0.21
H 1.220 -3.903 0.042 0.080 -0.029 0.023 0.19
H -1.395 -2.742 1.116 0.000 -0.028 0.045 0.21
H 0.218 -2.414 1.756 -0.051 0.052 0.034 0.21
H 2.125 -0.759 1.359 -0.003 -0.118 0.050 0.22
H 3.693 -2.487 1.209 0.000 0.034 0.012 0.17
H 5.288 -2.373 1.993 -0.091 0.002 0.010 0.20
H 3.907 -1.474 2.666 0.001 -0.008 -0.044 0.18
```
Positions in Å, forces in eV/Å.

=====

The following is a DFT calculation (ωB97M-V/def2-TZVPD) of a structure of composition C26H20BrEuN5O9 in a non-equilibrium geometry.

Calculated values
LUMO energy (alpha / beta) ... 4.37 / 3.74 eV
Spin multiplicity ... 8
Frontier orbital gap (alpha / beta) ... 4.695 / 6.519 eV
Total charge ... -2
HOMO (alpha / beta) ... -0.33 / -2.78 eV
ΔE to the lowest compared entry with this formula, charge and spin ... 2.993 eV
⟨S²⟩ ... 15.795

Geometry as XYZ:
```
62
Properties=species:S:1:pos:R:3:forces:R:3:nbo_charge:R:1
Eu -0.743 -0.540 -0.385 -0.314 0.141 0.781 1.71
O -0.808 2.730 3.465 -0.832 -0.399 -1.033 -0.66
C 0.410 2.526 3.934 -0.375 0.654 -0.915 0.37
C 0.676 3.289 5.068 1.581 -0.463 0.770 -0.28
C 1.881 3.193 5.735 0.450 -1.179 -1.204 -0.19
C 2.841 2.273 5.240 -2.215 1.315 -0.386 -0.31
C 2.578 1.598 4.070 -0.681 1.046 0.613 -0.10
C 1.401 1.748 3.345 0.334 -1.654 -0.649 -0.19
C 1.258 0.741 2.178 -0.529 2.176 0.543 0.47
O 1.227 1.178 0.843 0.589 0.430 0.623 -0.56
N 1.126 -0.480 2.440 0.173 -0.639 0.974 -0.28
N 0.917 -1.268 1.373 -0.140 -0.381 -0.209 -0.45
C 1.115 -2.564 1.580 -0.315 0.526 -0.628 0.00
C 0.831 -3.414 0.525 -0.248 0.160 0.253 0.11
C 1.215 -4.758 0.563 0.254 0.552 0.275 -0.24
C 1.099 -5.534 -0.517 -0.128 -1.006 -0.989 -0.19
C 0.544 -5.018 -1.691 -0.425 0.567 0.180 -0.36
C 0.139 -3.718 -1.599 -1.210 0.900 -0.283 0.09
N 0.183 -2.902 -0.551 0.706 -0.273 -0.300 -0.53
H -0.996 2.374 2.552 0.019 -0.044 0.584 0.53
H -0.070 3.928 5.439 -1.000 0.708 0.185 0.22
H 2.118 3.811 6.578 -0.080 0.168 0.412 0.19
H 3.740 2.169 5.732 1.941 -0.347 0.972 0.19
H 3.284 0.933 3.703 1.281 -1.204 -0.658 0.19
H 1.483 -2.996 2.472 0.442 0.039 1.098 0.17
H 1.680 -5.078 1.454 0.456 -0.590 0.889 0.19
H 1.429 -6.540 -0.508 0.279 -1.000 0.212 0.19
H 0.153 -5.543 -2.544 0.537 -0.523 -0.164 0.21
H -0.419 -3.280 -2.385 -0.311 0.195 -1.077 0.20
O -4.824 -3.960 -3.010 -1.846 -0.672 0.586 -0.69
C -3.920 -2.975 -3.111 2.346 0.632 0.060 0.30
C -3.640 -2.484 -4.395 0.644 0.762 1.207 -0.38
C -2.593 -1.567 -4.505 -0.773 0.015 0.260 0.04
N -1.828 -1.146 -3.487 -0.910 0.142 0.431 -0.52
C -2.167 -1.510 -2.180 -0.306 -1.612 -1.262 -0.17
Br -2.582 -1.574 1.596 0.010 -0.039 -0.157 -0.68
C -3.157 -2.556 -1.995 0.104 1.832 -1.489 -0.37
H -5.281 -3.806 -2.169 0.166 -0.442 -0.144 0.48
H -4.260 -2.647 -5.252 -0.342 -0.464 -0.190 0.20
H -2.562 -1.075 -5.500 0.853 -0.217 0.569 0.16
H -3.371 -2.859 -0.967 -0.079 -0.133 -0.329 0.23
O -1.008 5.988 -0.612 0.195 -0.845 -1.095 -0.56
C -1.198 4.775 -0.683 -0.407 1.650 1.364 0.39
C -0.782 3.768 -1.816 -0.599 -0.425 1.206 0.27
O -0.187 4.053 -2.848 0.688 0.417 -1.334 -0.62
C -1.135 2.483 -1.294 0.812 0.246 -1.067 0.22
C -1.445 2.649 0.129 -1.373 -0.115 1.885 0.34
O -1.445 1.641 0.901 0.143 0.268 -0.497 -0.66
C -1.790 4.031 0.473 1.413 -2.451 -2.131 0.16
O -2.312 4.389 1.521 -0.701 1.218 1.483 -0.58
O -1.051 1.326 -1.824 -0.037 0.332 0.138 -0.67
N 1.372 1.337 -3.336 0.021 -0.977 -0.096 -0.79
C 1.613 0.897 -2.097 -1.211 -1.865 -0.089 0.74
O 1.171 -0.228 -1.749 1.130 0.936 -0.341 -0.68
C 2.377 1.728 -1.133 -0.203 1.127 -0.106 -0.53
C 2.519 1.052 0.213 -0.354 0.362 0.107 -0.07
H 0.611 0.839 -3.781 -0.051 -0.284 0.092 0.43
H 1.250 2.306 -3.450 0.022 1.680 -0.060 0.42
H 1.904 2.763 -1.135 0.288 -1.221 0.543 0.27
H 3.364 1.936 -1.508 0.596 -0.106 -0.478 0.23
H 3.313 1.600 0.760 -0.521 -0.374 0.173 0.18
H 2.750 -0.035 0.135 0.043 0.748 -0.108 0.22
```
Positions in Å, forces in eV/Å.

=====

The following is a DFT calculation (ωB97M-V/def2-TZVPD) of a cluster of 2 separate species, C2H7NS in total in a non-equilibrium geometry.

Calculated values
LUMO energy ... 0.49 eV
Frontier orbital gap ... 9.029 eV
HOMO ... -8.54 eV
ΔE to the lowest compared entry with this formula, charge and spin ... 3.948 eV

Geometry as XYZ:
```
11
Properties=species:S:1:pos:R:3:forces:R:3:nbo_charge:R:1
C 0.549 -0.506 2.575 -2.972 2.686 -1.357 -0.38
C 0.194 -0.179 1.329 -1.553 1.846 -0.223 -0.39
N -0.843 1.034 -1.716 -1.434 0.968 0.631 -1.17
S 0.032 0.116 -2.573 0.559 -0.338 -1.663 0.70
H 0.040 -0.046 3.432 0.088 -0.725 -0.327 0.20
H 1.399 -1.023 2.674 3.046 -1.966 0.894 0.19
H -0.346 0.569 -3.901 0.380 -1.124 1.654 0.10
H 0.833 -0.352 0.440 -0.572 -0.367 0.698 0.19
H -0.751 0.501 1.135 1.990 -1.540 0.482 0.19
H -0.576 1.063 -0.743 0.472 -0.005 -0.151 0.36
H -0.531 -1.177 -2.653 -0.004 0.564 -0.638 0.01
```
Positions in Å, forces in eV/Å.